A 7-piece molecular cluster, C34H83Cl4N5 overall, computed with ωB97M-V/def2-TZVPD.

The value obtained for the HOMO energy is -7.79 eV. The calculation puts the energy relative to the best compared isomer or geometry (same formula, charge and spin) at 2.8157 eV. The SMILES is CCN(CC)CC.CCN(CC)CC.CCN(CC)CC.CCN(CC)CC.CCN(CC)CC.ClCCCl.ClCCCl.

The geometry in XYZ format:
```
126
C34H83Cl4N5 (ωB97M-V/def2-TZVPD)
Cl -1.753 1.259 4.261
C -1.360 -0.406 4.507
C 0.132 -0.630 4.635
Cl 0.329 -2.349 5.139
H -1.596 -0.893 3.621
H -2.036 -0.743 5.232
H 0.778 -0.031 5.458
H 0.682 -0.594 3.580
Cl 2.698 -0.695 -4.290
C 2.022 0.579 -3.253
C 2.963 1.759 -3.439
Cl 2.141 3.238 -2.744
H 2.064 0.202 -2.241
H 1.148 0.740 -3.586
H 3.241 1.777 -4.320
H 3.993 1.641 -2.955
C -1.606 0.657 -0.268
C -1.028 -0.532 0.424
N -0.191 -1.236 -0.606
C 0.864 -1.940 -0.029
C 0.932 -2.578 1.220
C -1.037 -2.030 -1.381
C -0.339 -2.354 -2.722
H -2.231 1.233 0.398
H -2.306 0.397 -0.899
H -0.896 1.282 -0.762
H -1.889 -1.015 0.988
H -0.594 -0.165 1.415
H 1.623 -1.093 0.079
H 1.414 -2.554 -0.597
H 0.107 -2.392 1.986
H 1.990 -2.671 1.360
H 0.578 -3.436 0.903
H -2.007 -1.654 -1.416
H -1.447 -3.003 -0.759
H -0.412 -1.583 -3.391
H -0.898 -2.974 -3.168
H 0.777 -2.490 -2.597
C 6.719 -0.120 -3.632
C 6.159 -0.854 -2.441
N 6.479 -0.125 -1.175
C 5.548 -0.243 -0.015
C 4.920 -1.454 0.188
C 7.891 -0.248 -0.773
C 8.217 1.083 -0.157
H 7.691 0.120 -3.544
H 6.023 0.764 -3.853
H 6.586 -0.893 -4.651
H 6.719 -1.801 -2.439
H 5.217 -1.036 -2.631
H 4.967 0.611 -0.190
H 5.928 0.275 0.816
H 4.756 -2.100 -0.651
H 3.898 -1.306 0.585
H 5.504 -2.038 0.891
H 8.517 -0.563 -1.464
H 7.897 -1.160 -0.209
H 7.794 1.241 0.792
H 7.951 1.952 -0.855
H 9.267 1.282 0.113
C 1.188 3.012 1.050
C 1.991 1.849 1.510
N 2.896 2.376 2.446
C 3.319 1.658 3.506
C 3.469 0.239 3.294
C 4.195 3.080 1.784
C 4.615 4.298 2.462
H 1.934 3.729 0.417
H 0.750 3.580 1.784
H 0.450 2.689 0.217
H 2.628 1.255 0.744
H 1.223 1.208 1.885
H 2.272 1.693 3.992
H 3.953 2.185 4.112
H 3.141 -0.479 2.686
H 3.233 -0.306 4.160
H 4.495 0.025 3.209
H 4.126 3.408 0.735
H 4.947 2.339 1.628
H 5.161 3.904 3.211
H 3.720 4.707 2.988
H 5.408 4.956 1.910
C -7.775 1.229 -4.343
C -7.454 2.731 -4.329
N -5.995 2.863 -3.884
C -5.437 3.945 -4.455
C -5.960 5.214 -4.416
C -6.051 2.829 -2.373
C -4.607 2.673 -1.773
H -8.765 1.183 -4.726
H -7.848 0.765 -3.539
H -7.367 0.667 -5.200
H -8.103 3.201 -3.696
H -7.724 2.922 -5.428
H -5.467 3.617 -5.575
H -4.509 4.098 -4.096
H -6.835 5.491 -4.180
H -5.584 5.715 -5.397
H -5.544 5.473 -3.550
H -6.757 2.160 -2.158
H -6.482 3.832 -2.081
H -4.709 2.444 -0.613
H -4.101 3.571 -1.932
H -3.975 1.785 -2.125
C -1.669 -5.028 2.397
C -3.066 -4.679 2.931
N -3.708 -3.496 2.550
C -4.086 -3.335 1.175
C -4.593 -4.414 0.414
C -4.853 -3.176 3.451
C -4.490 -2.773 4.848
H -1.017 -4.048 2.573
H -1.708 -5.042 1.168
H -1.104 -5.813 2.675
H -2.799 -4.434 4.037
H -3.754 -5.577 2.837
H -3.100 -3.032 0.801
H -4.676 -2.309 0.840
H -4.379 -5.386 0.638
H -4.523 -4.256 -0.746
H -5.434 -4.648 0.617
H -5.745 -4.077 3.686
H -5.397 -2.295 3.107
H -5.369 -2.234 5.285
H -3.645 -2.198 4.887
H -4.447 -3.671 5.482
```

***

C34H84BF3O9Si2 as an isolated structure, computed with ωB97M-V/def2-TZVPD.

The value obtained for the HOMO energy is -9.04 eV.

The geometry in XYZ format:
```
133
C34H84BF3O9Si2 (ωB97M-V/def2-TZVPD)
C 7.714 0.965 1.803
C 6.339 0.506 2.326
B 5.510 -0.122 1.153
O 5.562 -1.494 0.912
Si 4.331 0.918 -0.136
C 2.523 0.450 0.108
C 2.200 -0.014 1.553
C 0.837 0.418 1.988
F -0.179 0.056 1.165
C 0.550 1.116 3.082
F -0.644 1.532 3.445
F 1.479 1.518 3.942
O 4.609 2.572 -0.091
Si 3.898 3.630 0.952
H 8.254 0.133 1.349
H 7.598 1.758 1.061
H 8.323 1.346 2.623
H 5.798 1.367 2.737
H 6.465 -0.234 3.126
H 5.041 -2.010 1.536
H 4.702 0.474 -1.502
H 2.309 -0.358 -0.592
H 1.854 1.273 -0.156
H 2.226 -1.108 1.600
H 2.916 0.376 2.279
H 4.790 3.880 2.104
H 3.661 4.907 0.250
H 2.597 3.120 1.444
C 2.532 4.259 -3.373
C 3.387 3.159 -3.982
O 2.770 1.887 -3.979
C 1.548 1.789 -4.691
C 1.651 2.113 -6.171
H 2.257 4.003 -2.349
H 3.088 5.197 -3.359
H 1.613 4.427 -3.937
H 4.293 3.041 -3.387
H 3.703 3.435 -4.994
H 0.778 2.408 -4.218
H 1.237 0.751 -4.568
H 1.952 3.146 -6.349
H 0.684 1.956 -6.649
H 2.384 1.463 -6.652
C -1.596 3.422 6.189
C -0.387 4.324 6.362
O 0.026 4.493 7.706
C 0.382 3.314 8.400
C 1.528 2.542 7.771
H -2.442 3.792 6.769
H -1.888 3.382 5.140
H -1.393 2.399 6.512
H -0.624 5.331 6.016
H 0.445 3.966 5.744
H -0.491 2.662 8.526
H 0.669 3.652 9.396
H 1.276 2.173 6.776
H 1.776 1.680 8.393
H 2.413 3.173 7.682
C -2.600 -1.141 -9.610
C -1.369 -0.320 -9.263
O -1.110 -0.226 -7.875
C -0.891 -1.454 -7.202
C 0.286 -2.257 -7.722
H -3.482 -0.733 -9.115
H -2.765 -1.124 -10.687
H -2.495 -2.184 -9.307
H -1.508 0.710 -9.592
H -0.492 -0.707 -9.795
H -1.800 -2.065 -7.219
H -0.717 -1.177 -6.162
H 0.144 -2.567 -8.759
H 0.403 -3.160 -7.124
H 1.207 -1.674 -7.670
C -7.209 2.170 3.690
C -5.964 2.824 4.263
O -5.078 1.926 4.905
C -4.554 0.886 4.099
C -3.757 1.368 2.900
H -7.755 1.639 4.470
H -7.863 2.930 3.262
H -6.972 1.457 2.899
H -6.247 3.537 5.038
H -5.440 3.393 3.486
H -5.353 0.206 3.780
H -3.905 0.318 4.766
H -4.374 1.932 2.197
H -3.336 0.515 2.365
H -2.946 2.015 3.223
C -1.988 -6.723 -9.174
C -1.545 -6.474 -7.742
O -1.845 -5.177 -7.260
C -3.216 -4.821 -7.237
C -4.080 -5.720 -6.369
H -1.542 -5.987 -9.845
H -1.675 -7.718 -9.491
H -3.071 -6.667 -9.285
H -0.460 -6.552 -7.676
H -1.959 -7.240 -7.076
H -3.619 -4.771 -8.255
H -3.233 -3.806 -6.840
H -4.103 -6.746 -6.736
H -5.105 -5.348 -6.358
H -3.705 -5.735 -5.345
C 4.215 -1.200 9.109
C 5.223 -0.481 8.229
O 5.449 -1.101 6.976
C 4.318 -1.230 6.137
C 3.655 0.088 5.776
H 4.525 -2.232 9.282
H 4.137 -0.695 10.072
H 3.219 -1.217 8.664
H 6.198 -0.476 8.717
H 4.931 0.567 8.095
H 3.584 -1.914 6.581
H 4.694 -1.716 5.235
H 3.256 0.596 6.653
H 2.828 -0.088 5.092
H 4.372 0.757 5.297
C -2.943 -1.221 0.062
C -4.265 -0.628 -0.393
O -4.986 -1.434 -1.308
C -5.354 -2.719 -0.844
C -6.243 -2.708 0.388
H -2.300 -1.426 -0.795
H -2.429 -0.522 0.719
H -3.079 -2.153 0.612
H -4.084 0.306 -0.925
H -4.890 -0.380 0.475
H -4.465 -3.335 -0.667
H -5.891 -3.172 -1.679
H -5.741 -2.274 1.254
H -6.529 -3.728 0.648
H -7.149 -2.131 0.200
```

***

A 9-piece molecular cluster, C34H84N8O10S overall, computed with ωB97M-V/def2-TZVPD.

The charge is +6. The value obtained for the HOMO energy is -21.72 eV.

The geometry in XYZ format:
```
137
C34H84N8O10S (ωB97M-V/def2-TZVPD)
S 20.054 1.044 6.814
O 20.509 2.034 5.836
O 21.113 0.609 7.697
O 19.123 1.783 7.657
O 19.419 -0.135 6.168
C 15.903 1.646 10.316
C 15.992 1.704 8.832
O 15.468 2.529 8.064
N 16.891 0.594 8.341
H 17.736 1.008 7.974
H 16.978 -0.007 9.148
C 16.194 -0.344 7.314
H 15.233 2.422 10.685
H 16.905 1.584 10.741
H 15.393 0.688 10.412
H 17.003 -0.918 6.860
H 15.701 0.263 6.555
H 15.514 -1.052 7.786
C 19.781 0.253 11.068
C 20.150 -1.073 11.644
O 21.287 -1.413 11.792
N 19.059 -2.148 11.927
H 18.264 -1.818 11.399
H 19.383 -3.054 11.618
C 18.715 -2.197 13.417
H 19.414 0.874 11.885
H 19.008 0.132 10.309
H 20.616 0.782 10.608
H 19.525 -2.610 14.019
H 17.842 -2.847 13.481
H 18.350 -1.190 13.622
C 22.176 -1.956 5.423
C 22.976 -2.208 6.718
O 24.026 -2.810 6.850
N 22.164 -1.765 7.966
H 21.670 -0.891 7.854
H 21.423 -2.444 8.067
C 23.053 -1.598 9.265
H 21.861 -0.919 5.309
H 21.302 -2.598 5.315
H 22.737 -2.090 4.499
H 24.090 -1.395 9.000
H 23.116 -2.498 9.878
H 22.630 -0.755 9.810
C 18.133 -6.687 6.438
C 17.241 -5.452 6.480
O 16.093 -5.490 5.945
N 17.851 -4.201 7.170
H 17.144 -3.809 7.775
H 18.528 -4.463 7.873
C 18.486 -3.203 6.172
H 17.608 -7.520 5.969
H 18.510 -6.896 7.439
H 18.981 -6.502 5.778
H 18.878 -2.326 6.687
H 17.690 -2.875 5.503
H 19.272 -3.738 5.638
C 16.470 5.644 8.003
C 17.764 4.817 8.109
O 18.321 4.575 9.157
N 18.422 4.194 6.851
H 18.803 3.320 7.185
H 17.745 3.937 6.146
C 19.591 4.999 6.357
H 16.085 5.787 9.013
H 15.739 5.115 7.391
H 16.752 6.637 7.652
H 20.304 5.116 7.173
H 19.399 5.948 5.856
H 19.972 4.307 5.606
C 25.533 3.145 8.295
C 24.367 2.202 8.662
O 24.557 1.173 9.295
N 22.952 2.631 8.225
H 23.037 3.096 7.333
H 22.462 1.764 8.052
C 22.080 3.426 9.209
H 25.747 3.126 7.226
H 26.355 2.879 8.960
H 25.417 4.208 8.511
H 21.021 3.236 9.035
H 22.315 4.488 9.282
H 22.327 2.997 10.180
C 23.343 1.906 3.184
C 23.410 2.668 1.889
C 24.838 3.141 1.548
N 24.984 4.163 0.446
C 24.087 5.462 0.636
C 24.800 3.480 -0.867
C 25.488 4.280 -1.918
C 26.541 5.048 -1.178
C 26.448 4.675 0.271
H 23.872 2.345 4.030
H 23.692 0.873 3.197
H 22.323 1.882 3.568
H 22.776 3.553 1.951
H 23.030 2.049 1.077
H 25.490 2.308 1.286
H 25.248 3.637 2.428
H 23.016 5.263 0.590
H 24.259 6.225 -0.124
H 24.184 5.911 1.625
H 23.723 3.438 -1.027
H 25.120 2.450 -0.714
H 24.730 4.952 -2.321
H 25.839 3.675 -2.754
H 26.468 6.135 -1.168
H 27.499 4.796 -1.635
H 26.616 5.558 0.888
H 27.187 3.961 0.634
C 19.931 3.662 1.543
C 19.405 2.639 2.512
C 18.959 1.404 1.734
N 18.596 0.168 2.632
C 17.492 0.471 3.708
C 19.804 -0.492 3.319
C 20.541 -1.339 2.175
C 19.505 -1.499 1.155
C 18.199 -1.010 1.711
H 19.255 3.927 0.729
H 20.717 3.192 0.952
H 20.341 4.530 2.059
H 18.520 2.950 3.068
H 20.083 2.357 3.318
H 19.713 0.998 1.059
H 18.039 1.595 1.182
H 16.623 0.855 3.174
H 17.983 1.166 4.390
H 17.110 -0.421 4.205
H 19.456 -1.097 4.157
H 20.445 0.291 3.723
H 20.954 -2.287 2.519
H 21.452 -0.858 1.820
H 19.475 -2.509 0.746
H 19.816 -1.037 0.218
H 17.821 -1.749 2.417
H 17.397 -0.877 0.985
```